1.
Below is a structure of composition C30H29FN5O3Se2W, with properties calculated with the ωB97M-V functional and the def2-TZVPD basis.

Geometry as XYZ:
```
71
Properties=species:S:1:pos:R:3
W -1.099 1.196 -1.518
C 5.855 1.327 1.479
C 4.756 1.314 2.523
C 4.975 0.254 3.586
C 3.920 0.371 4.670
C 2.542 0.332 4.075
C 1.464 -0.074 4.824
C 0.185 -0.142 4.267
F -0.816 -0.545 5.038
C -0.057 0.171 2.961
C 1.024 0.590 2.169
C 0.829 0.919 0.793
O -0.388 0.777 0.284
C 1.917 1.326 0.042
C 3.173 1.385 0.646
N 3.380 1.103 1.914
C 2.322 0.681 2.722
C 1.810 1.736 -1.387
O 2.713 1.722 -2.163
O 0.568 2.187 -1.700
H 6.806 1.376 2.007
H 5.823 2.195 0.822
H 5.856 0.413 0.882
H 4.689 2.294 3.004
H 5.969 0.399 4.007
H 4.963 -0.737 3.123
H 4.051 1.313 5.211
H 4.020 -0.426 5.406
H 1.592 -0.360 5.861
H -1.053 0.095 2.550
H 4.020 1.695 0.052
Se -3.628 1.425 -1.859
Se -1.744 2.903 -3.484
C -0.876 1.502 -4.413
C -0.588 1.414 -5.757
C 0.163 0.324 -6.182
C 0.582 -0.622 -5.254
C 0.237 -0.471 -3.925
N -0.491 0.578 -3.517
C -3.233 2.875 -0.680
C -4.087 3.786 -0.101
C -3.520 4.764 0.710
C -2.144 4.801 0.910
C -1.351 3.852 0.298
N -1.901 2.910 -0.479
H -0.927 2.180 -6.441
H 0.424 0.217 -7.226
H 1.177 -1.472 -5.555
H 0.543 -1.183 -3.171
H -5.153 3.742 -0.278
H -4.154 5.506 1.179
H -1.691 5.563 1.528
H -0.274 3.830 0.397
N -1.501 -0.808 -1.390
C -1.834 -1.933 -1.338
N -2.194 -3.146 -1.281
C -1.618 -4.097 -0.275
C -2.745 -4.705 0.542
C -3.806 -5.331 -0.358
C -4.366 -4.305 -1.339
C -3.262 -3.691 -2.182
H -0.903 -3.546 0.332
H -1.084 -4.856 -0.849
H -3.190 -3.933 1.176
H -2.309 -5.452 1.207
H -4.613 -5.738 0.250
H -3.376 -6.173 -0.908
H -4.895 -3.513 -0.801
H -5.086 -4.766 -2.016
H -3.614 -2.877 -2.813
H -2.774 -4.438 -2.811
```

The value obtained for the energy above the lowest of the compared OMol25 structures with the same formula, charge and spin is 3.91 kcal/mol. Its HOMO energy (alpha / beta) is -16.35 / -16.50 eV. The LUMO energy (alpha / beta) comes out at -10.219 / -10.725 eV. The value obtained for the HOMO-LUMO gap (alpha / beta) is 6.131 / 5.777 eV. The multiplicity is 3. The total charge is +3.

---

2.
Below is a structure of composition C30H29N3O2 in a non-equilibrium geometry, with properties calculated with the ωB97M-V functional and the def2-TZVPD basis.

Geometry as XYZ:
```
64
Properties=species:S:1:pos:R:3
C -3.705 3.761 1.300
C -3.672 2.353 1.816
O -2.492 1.708 1.271
C -2.424 0.416 1.663
C -1.169 -0.238 1.242
N -1.046 -1.433 1.604
C -0.339 -2.502 1.800
C -0.928 -3.675 2.391
C -0.143 -4.816 2.698
C -0.729 -5.938 3.273
C -2.106 -5.953 3.546
C -2.893 -4.828 3.252
C -2.308 -3.690 2.694
O -3.317 -0.122 2.311
H -4.499 4.307 1.817
H -2.760 4.287 1.473
H -3.934 3.781 0.229
H -3.602 2.332 2.910
H -4.554 1.790 1.491
H -0.456 0.400 0.554
H 0.732 -2.520 1.562
H 0.925 -4.780 2.474
H -0.113 -6.807 3.513
H -2.563 -6.840 3.988
H -3.964 -4.832 3.459
H -2.898 -2.795 2.491
C -1.986 4.855 -1.872
N -1.178 3.657 -1.752
C -0.702 3.130 -0.582
C 0.094 2.016 -0.860
C 0.559 1.060 0.162
C 1.570 0.062 -0.235
C 1.339 -1.132 -0.919
N 2.511 -1.846 -1.003
C 2.666 -3.097 -1.716
C 3.528 -1.140 -0.357
C 2.965 0.073 0.136
C 3.782 0.997 0.782
C 5.145 0.695 0.922
C 5.681 -0.514 0.445
C 4.869 -1.458 -0.209
C 0.177 1.912 -2.303
C -0.675 2.926 -2.828
C -0.874 3.132 -4.185
C -0.174 2.295 -5.070
C 0.707 1.318 -4.579
C 0.888 1.125 -3.203
H -2.401 4.903 -2.882
H -2.802 4.834 -1.139
H -1.387 5.761 -1.693
H -0.937 3.581 0.377
H 0.930 1.626 1.032
H 0.415 -1.487 -1.367
H 3.657 -3.505 -1.499
H 1.894 -3.812 -1.401
H 2.569 -2.949 -2.802
H 3.341 1.925 1.150
H 5.806 1.413 1.411
H 6.742 -0.723 0.582
H 5.253 -2.403 -0.589
H -1.551 3.913 -4.527
H -0.309 2.411 -6.145
H 1.262 0.696 -5.283
H 1.582 0.382 -2.822
```

The value obtained for the energy above the lowest of the compared OMol25 structures with the same formula, charge and spin is 128.09 kcal/mol. Its HOMO energy is -6.46 eV. The LUMO energy comes out at -0.707 eV. The value obtained for the HOMO-LUMO gap is 5.752 eV. The total charge is 0.

---

3.
Below is a structure of composition C30H29N6O5SV, with properties calculated with the ωB97M-V functional and the def2-TZVPD basis.

Geometry as XYZ:
```
72
Properties=species:S:1:pos:R:3
V 0.854 1.245 -0.168
C 1.994 4.218 0.056
O 1.503 3.079 0.773
C 0.603 3.315 1.822
C 0.216 4.559 2.267
C -0.678 4.623 3.335
C -1.161 3.471 3.936
C -0.763 2.221 3.477
C 0.110 2.153 2.412
N 0.595 0.955 1.808
N 0.962 0.036 2.598
C 1.762 -0.948 2.139
C 2.576 -0.758 1.002
O 2.408 0.269 0.207
C 3.651 -1.647 0.752
C 3.830 -2.730 1.548
C 2.989 -3.001 2.671
C 3.182 -4.145 3.467
C 2.370 -4.384 4.545
C 1.339 -3.484 4.856
C 1.129 -2.364 4.090
C 1.957 -2.101 2.988
H 2.498 4.895 0.742
H 1.173 4.725 -0.454
H 2.712 3.833 -0.662
H 0.585 5.467 1.813
H -0.995 5.592 3.695
H -1.853 3.543 4.763
H -1.125 1.306 3.925
H 4.280 -1.453 -0.105
H 4.632 -3.426 1.330
H 3.978 -4.834 3.213
H 2.519 -5.265 5.154
H 0.698 -3.680 5.705
H 0.324 -1.682 4.322
N -4.620 -3.626 -4.180
C -3.600 -3.225 -3.354
C -2.279 -3.615 -3.613
C -1.250 -3.182 -2.805
C -1.526 -2.353 -1.724
C -2.833 -1.960 -1.449
C -3.861 -2.387 -2.260
S -0.236 -1.816 -0.691
O -0.752 -1.580 0.630
O 0.913 -2.651 -0.883
N 0.136 -0.278 -1.202
C 0.787 0.020 -2.365
N 0.783 -0.714 -3.470
C 1.435 -0.193 -4.501
C 2.087 1.037 -4.462
C 2.061 1.715 -3.264
N 1.421 1.204 -2.214
H -4.452 -4.413 -4.783
H -5.560 -3.559 -3.832
H -2.071 -4.267 -4.452
H -0.230 -3.483 -2.998
H -3.038 -1.342 -0.585
H -4.881 -2.092 -2.045
H 1.436 -0.785 -5.409
H 2.599 1.433 -5.325
H 2.560 2.666 -3.127
C -2.202 3.270 -1.777
C -1.924 1.987 -1.022
C -2.917 1.702 0.087
O -0.625 2.081 -0.427
H -3.169 3.203 -2.275
H -1.439 3.450 -2.535
H -2.225 4.118 -1.090
H -1.885 1.137 -1.711
H -2.933 2.528 0.802
H -2.643 0.789 0.617
H -3.918 1.581 -0.329
```

The value obtained for the energy above the lowest of the compared OMol25 structures with the same formula, charge and spin is 9.84 kcal/mol. Its HOMO energy (alpha / beta) is -10.40 / -10.43 eV. The LUMO energy (alpha / beta) comes out at -3.913 / -3.815 eV. The value obtained for the HOMO-LUMO gap (alpha / beta) is 6.488 / 6.618 eV. The multiplicity is 2. The total charge is +1.

---

4.
Below is a structure of composition C30H29NO3PSSn, with properties calculated with the ωB97M-V functional and the def2-TZVPD basis.

Geometry as XYZ:
```
66
Properties=species:S:1:pos:R:3
Sn 0.413 0.204 0.472
C 3.034 2.147 -1.088
C 2.004 3.017 -0.753
C 0.757 2.872 -1.349
C 0.534 1.854 -2.270
C 1.565 0.978 -2.599
C 2.814 1.130 -2.009
H 4.008 2.259 -0.630
H 2.168 3.814 -0.040
H -0.047 3.552 -1.094
H -0.435 1.762 -2.744
H 1.399 0.188 -3.322
H 3.619 0.456 -2.271
O -0.168 -1.288 1.964
C -1.299 -1.839 1.845
C -1.306 -3.237 1.303
C -1.628 -4.326 2.096
C -1.549 -5.606 1.564
C -1.161 -5.792 0.246
C -0.859 -4.700 -0.555
C -0.932 -3.412 -0.035
P -0.654 -1.938 -1.060
C 0.387 -2.475 -2.436
C 1.769 -2.435 -2.257
C 2.617 -2.859 -3.268
C 2.087 -3.314 -4.469
C 0.712 -3.349 -4.655
C -0.139 -2.933 -3.642
C -2.275 -1.560 -1.770
C -3.438 -2.218 -1.390
C -4.660 -1.832 -1.926
C -4.724 -0.795 -2.843
C -3.563 -0.132 -3.225
C -2.347 -0.508 -2.683
H -1.920 -4.176 3.127
H -1.784 -6.461 2.184
H -1.095 -6.791 -0.164
H -0.567 -4.853 -1.586
H 2.188 -2.073 -1.324
H 3.688 -2.832 -3.123
H 2.747 -3.640 -5.261
H 0.300 -3.702 -5.591
H -1.211 -2.960 -3.792
H -3.398 -3.033 -0.677
H -5.562 -2.353 -1.632
H -5.676 -0.502 -3.265
H -3.610 0.677 -3.941
H -1.443 0.013 -2.979
S -1.932 1.118 0.653
O -1.604 0.818 3.301
C -2.321 0.518 2.349
O -2.403 -1.283 2.061
C -3.841 0.675 2.605
N -3.918 2.097 3.135
C -4.901 2.114 4.263
C -4.617 0.781 4.932
C -4.410 -0.175 3.751
H -4.419 0.611 1.688
H -4.099 2.776 2.399
H -2.968 2.253 3.504
H -5.901 2.156 3.833
H -4.729 2.994 4.878
H -5.431 0.479 5.587
H -3.706 0.855 5.526
H -5.358 -0.611 3.439
H -3.731 -0.985 3.996
```

The value obtained for the energy above the lowest of the compared OMol25 structures with the same formula, charge and spin is 18.93 kcal/mol. Its HOMO energy is -10.71 eV. The LUMO energy comes out at -2.167 eV. The value obtained for the HOMO-LUMO gap is 8.543 eV. The total charge is +1.